Entry from OMol25: an isolated molecule of C4H4Br2N2 in a non-equilibrium geometry (ωB97M-V/def2-TZVPD).

Frontier orbital gap (alpha / beta) ... 7.59 / 7.67 eV
ΔE to the lowest compared entry with this formula, charge and spin ... 49.0 kcal/mol
Charge ... 0
LUMO (alpha / beta) ... -0.94 / -0.80 eV
HOMO (alpha / beta) ... -0.3137 / -0.3112 hartree

Last column: Mulliken charge in e.
Element x y z (Å)
C  -0.80  0.92  -0.69  -0.69
C  0.27  -1.13  0.43  -0.62
C  -0.58  0.05  0.53  0.19
C  -1.10  -0.27  -1.69  0.42
N  0.61  -1.57  -0.92  -0.59
N  -0.28  -1.25  -1.76  -0.03
Br  -2.20  -0.17  1.63  -0.14
Br  -2.68  0.03  -2.69  -0.12
H  -1.59  1.52  -0.65  0.56
H  0.16  1.45  -1.05  0.21
H  1.24  -1.19  0.85  0.37
H  -0.13  -1.95  0.90  0.43

Entry from OMol25: a cluster of 12 separate species, H22NO14 in total in a non-equilibrium geometry (ωB97M-V/def2-TZVPD).

Frontier orbital gap ... 10.01 eV
ΔE to the lowest compared entry with this formula, charge and spin ... 18.3 kcal/mol
Charge ... -1
LUMO ... 2.45 eV
HOMO ... -0.2778 hartree

Last column: Mulliken charge in e.
Element x y z (Å)
N  -40.17  17.98  17.69  0.93
O  -39.75  19.10  17.35  -0.51
O  -40.11  17.55  18.87  -0.56
O  -40.71  17.23  16.79  -0.64
O  -43.53  16.87  16.79  -0.72
H  -42.55  16.91  16.90  0.35
H  -43.65  16.43  15.94  0.32
O  -41.11  14.25  17.19  -0.65
H  -41.78  14.64  17.78  0.31
H  -40.44  14.94  17.11  0.34
O  -39.78  21.13  14.24  -0.65
H  -39.46  20.64  15.01  0.33
H  -38.98  21.34  13.74  0.30
O  -40.41  21.31  19.25  -0.64
H  -40.05  20.58  18.72  0.33
H  -40.18  21.10  20.16  0.28
O  -41.61  17.82  21.68  -0.62
H  -41.14  18.03  22.50  0.29
H  -40.98  17.30  21.16  0.32
O  -37.03  18.77  19.61  -0.59
H  -37.02  19.73  19.56  0.28
H  -37.82  18.56  20.13  0.29
O  -37.77  15.77  19.54  -0.66
H  -38.54  16.28  19.23  0.33
H  -37.02  16.35  19.36  0.33
O  -42.50  19.00  15.22  -0.70
H  -41.76  18.48  15.58  0.34
H  -43.28  18.64  15.67  0.36
O  -39.01  18.19  14.09  -0.65
H  -39.68  18.07  14.78  0.28
H  -39.41  18.79  13.46  0.34
O  -40.63  14.80  14.15  -0.66
H  -41.23  14.32  14.74  0.32
H  -40.88  15.72  14.25  0.32
O  -36.69  18.42  16.55  -0.66
H  -36.51  18.25  17.49  0.32
H  -37.58  18.79  16.54  0.30

Entry from OMol25: an isolated molecule of C3H4O3 in a non-equilibrium geometry (ωB97M-V/def2-TZVPD).

Frontier orbital gap ... 10.94 eV
ΔE to the lowest compared entry with this formula, charge and spin ... 46.7 kcal/mol
Charge ... 0
LUMO ... 0.79 eV
HOMO ... -0.3728 hartree
SMILES ... O=CCOC=O

Last column: Mulliken charge in e.
Element x y z (Å)
O  -0.75  1.08  -1.24  -0.43
C  -0.21  0.04  -1.34  -0.01
C  0.71  -0.66  -0.55  -0.32
O  1.12  0.10  0.66  -0.32
C  0.03  0.02  1.47  0.15
O  -1.01  -0.47  1.09  -0.49
H  -0.24  -0.45  -2.26  0.39
H  1.62  -0.57  -1.29  0.28
H  0.44  -1.65  -0.32  0.35
H  0.12  0.60  2.38  0.40

Entry from OMol25: a cluster of 10 separate species, C36H94N2O24S8 in total in a non-equilibrium geometry (ωB97M-V/def2-TZVPD).

Frontier orbital gap ... 8.23 eV
ΔE to the lowest compared entry with this formula, charge and spin ... 89.0 kcal/mol
Charge ... 0
LUMO ... -0.16 eV
HOMO ... -0.3085 hartree
SMILES ... CCOS(C)(=O)=O.CCOS(C)(=O)=O.CCOS(C)(=O)=O.CCOS(C)(=O)=O.CCOS(C)(=O)=O.CCOS(C)(=O)=O.CCOS(C)(=O)=O.CCOS(C)(=O)=O.CCN(CC)CC.CCN(CC)CC

Last column: Mulliken charge in e.
Element x y z (Å)
C  1.35  -1.12  -7.82  -1.19
C  2.21  -1.95  -6.87  -0.28
O  1.95  -1.62  -5.50  -0.24
S  3.13  -1.92  -4.43  0.84
C  4.03  -0.37  -4.60  -0.92
O  2.55  -1.87  -3.13  -0.23
O  3.98  -3.00  -4.86  -0.66
H  1.63  -0.07  -7.66  0.30
H  0.30  -1.28  -7.62  0.29
H  1.54  -1.30  -8.88  0.38
H  1.95  -2.99  -7.05  0.30
H  3.27  -1.89  -7.12  0.38
H  3.41  0.51  -4.80  0.26
H  4.71  -0.47  -5.45  0.47
H  4.54  -0.25  -3.65  0.27
C  -5.13  0.61  0.11  -0.56
C  -6.51  1.14  -0.33  -0.45
O  -6.35  2.44  -0.92  -0.20
S  -7.80  3.23  -1.06  1.17
C  -8.17  3.62  0.67  -0.71
O  -7.53  4.42  -1.82  -0.61
O  -8.71  2.25  -1.59  -0.63
H  -5.21  -0.39  0.54  0.51
H  -4.68  1.26  0.86  -0.27
H  -4.48  0.57  -0.76  0.26
H  -6.84  0.41  -1.07  0.26
H  -7.22  1.09  0.50  0.43
H  -8.11  2.71  1.25  0.30
H  -9.20  3.95  0.74  0.39
H  -7.44  4.38  0.94  0.15
C  -1.64  -2.94  2.69  -1.00
C  -1.79  -4.19  1.83  0.02
O  -3.17  -4.58  1.87  -0.34
S  -3.52  -6.14  2.17  1.29
C  -3.19  -6.12  3.95  -1.02
O  -4.94  -6.32  1.97  -0.69
O  -2.56  -7.00  1.54  -0.56
H  -2.50  -2.29  2.51  0.26
H  -0.76  -2.41  2.32  0.09
H  -1.52  -3.13  3.75  0.48
H  -1.45  -3.97  0.82  -0.06
H  -1.17  -4.98  2.27  0.69
H  -3.30  -5.13  4.38  0.30
H  -2.13  -6.40  4.02  0.33
H  -3.74  -6.89  4.47  0.41
C  2.65  4.26  1.07  -1.20
C  2.61  3.70  -0.34  1.59
O  3.63  4.24  -1.17  -0.61
S  3.83  3.53  -2.64  1.13
C  2.22  3.87  -3.38  -0.92
O  4.81  4.27  -3.37  -0.68
O  3.99  2.11  -2.37  -0.51
H  1.89  3.74  1.67  0.00
H  2.55  5.34  1.05  0.44
H  3.53  3.95  1.65  0.18
H  2.59  2.60  -0.43  -0.34
H  1.59  3.83  -0.75  -0.10
H  1.79  4.81  -3.05  0.35
H  1.54  3.06  -3.13  0.29
H  2.44  3.87  -4.45  0.47
C  4.59  -3.14  1.94  -1.32
C  3.35  -3.41  1.18  0.64
O  3.54  -4.51  0.27  -0.42
S  2.24  -5.26  -0.40  1.07
C  2.37  -4.57  -2.04  -0.57
O  2.61  -6.65  -0.46  -0.67
O  1.06  -4.71  0.21  -0.42
H  4.44  -2.39  2.73  0.39
H  5.40  -2.71  1.33  0.10
H  5.01  -4.00  2.46  0.43
H  2.48  -3.65  1.79  0.20
H  3.11  -2.52  0.58  -0.14
H  2.12  -3.54  -1.86  -0.24
H  1.76  -5.12  -2.75  0.51
H  3.35  -4.69  -2.50  0.43
C  -3.24  -5.17  -1.46  -0.49
C  -4.03  -6.12  -2.33  -0.68
O  -3.28  -7.33  -2.54  -0.30
S  -4.18  -8.72  -2.48  1.11
C  -4.11  -8.96  -0.69  -0.82
O  -5.54  -8.39  -2.90  -0.61
O  -3.46  -9.78  -3.12  -0.61
H  -2.30  -4.92  -1.96  0.33
H  -3.05  -5.63  -0.49  -0.10
H  -3.80  -4.27  -1.20  0.34
H  -5.03  -6.25  -1.92  0.46
H  -4.13  -5.67  -3.32  0.35
H  -3.20  -8.58  -0.26  0.21
H  -4.42  -9.98  -0.46  0.46
H  -4.95  -8.38  -0.29  0.28
C  0.74  2.24  4.16  -0.44
C  -0.59  1.79  4.77  -0.60
O  -1.61  2.48  4.09  -0.11
S  -3.11  1.79  4.13  0.97
C  -4.02  3.04  3.25  -0.49
O  -3.03  0.60  3.33  -0.48
O  -3.57  1.64  5.49  -0.63
H  0.63  3.23  3.71  -0.09
H  1.02  1.63  3.29  -0.04
H  1.61  2.31  4.81  0.50
H  -0.57  0.69  4.75  0.33
H  -0.64  1.89  5.86  0.46
H  -3.90  2.87  2.18  -0.14
H  -3.73  4.03  3.60  0.18
H  -5.08  2.94  3.49  0.49
C  -4.12  5.98  -0.87  -0.95
C  -4.07  6.43  0.55  -0.28
O  -2.93  5.85  1.21  -0.12
S  -1.61  6.76  1.57  1.21
C  -1.16  5.86  3.07  -0.67
O  -0.52  6.60  0.66  -0.54
O  -1.97  8.07  2.08  -0.67
H  -4.04  4.90  -0.99  0.14
H  -3.36  6.50  -1.46  0.33
H  -5.01  6.25  -1.44  0.39
H  -4.06  7.51  0.70  0.45
H  -4.88  6.00  1.16  0.13
H  -1.94  5.99  3.81  0.34
H  -0.29  6.45  3.36  0.46
H  -0.85  4.84  2.87  -0.09
C  7.74  3.62  1.05  -1.40
C  6.43  2.84  0.85  0.71
N  6.61  1.40  1.12  0.08
C  5.37  0.65  0.98  0.52
C  4.32  0.93  2.02  -0.85
C  7.68  0.75  0.38  -0.21
C  8.18  -0.48  1.13  -1.08
H  8.67  3.11  1.27  0.42
H  7.65  4.34  1.87  0.37
H  7.85  4.24  0.16  0.31
H  5.60  3.21  1.45  -0.20
H  6.07  2.99  -0.18  -0.15
H  4.93  0.85  -0.02  -0.12
H  5.60  -0.41  0.95  -0.25
H  3.39  0.43  1.74  0.12
H  4.65  0.69  3.03  0.42
H  3.97  1.96  2.06  -0.07
H  8.53  1.42  0.27  0.47
H  7.37  0.50  -0.65  0.14
H  7.46  -1.30  1.07  0.07
H  8.35  -0.32  2.19  0.30
H  9.07  -0.94  0.68  0.44
C  1.58  0.07  -0.85  0.71
C  0.28  0.74  -1.39  -0.89
N  -0.79  0.80  -0.43  0.69
C  -1.14  -0.42  0.30  0.47
C  -1.73  -1.45  -0.64  -1.90
C  -0.51  1.87  0.55  1.66
C  -1.00  3.22  0.07  -1.43
H  2.50  0.15  -1.42  0.28
H  1.34  -0.98  -0.73  -0.32
H  1.86  0.52  0.11  -0.46
H  0.48  1.70  -1.86  -0.41
H  -0.02  0.05  -2.19  0.71
H  -0.28  -0.64  0.94  0.23
H  -1.96  -0.22  0.99  0.02
H  -2.32  -1.02  -1.45  0.35
H  -0.94  -1.97  -1.19  0.13
H  -2.44  -2.15  -0.20  0.51
H  0.56  1.98  0.77  -0.85
H  -1.04  1.68  1.49  -0.07
H  -0.46  3.49  -0.84  0.08
H  -0.82  3.98  0.84  -0.10
H  -2.08  3.24  -0.05  0.30

Entry from OMol25: a cluster of 2 separate species, C9H11NO2 in total in a non-equilibrium geometry (ωB97M-V/def2-TZVPD).

Frontier orbital gap ... 7.38 eV
ΔE to the lowest compared entry with this formula, charge and spin ... 142.8 kcal/mol
Charge ... 0
LUMO ... -0.54 eV
HOMO ... -0.2913 hartree

Last column: Mulliken charge in e.
Element x y z (Å)
C  2.17  0.39  0.97  -0.37
C  1.65  0.68  -0.55  -0.18
C  1.49  -0.79  -1.19  -0.63
C  -0.74  -0.71  -0.24  0.59
C  -1.91  -1.47  0.11  -0.89
C  -2.97  -0.73  0.55  -0.18
C  -3.02  0.71  0.59  -0.73
C  -1.94  1.42  0.00  -0.64
C  -0.77  0.67  -0.26  0.62
H  3.31  -1.32  1.71  0.38
H  1.43  -0.15  1.75  0.23
H  2.02  1.50  1.23  0.24
H  2.43  1.30  -1.08  0.56
H  1.09  -0.87  -2.21  0.34
H  2.28  -1.52  -0.94  0.26
H  -1.87  -2.48  0.10  0.54
H  -3.75  -1.43  0.94  0.28
H  -4.05  1.24  0.52  0.24
H  -2.17  2.49  -0.20  0.34
H  0.56  2.34  -0.61  0.34
N  0.37  1.31  -0.82  -0.31
O  3.59  -0.05  1.01  -0.57
O  0.46  -1.37  -0.43  -0.45

Entry from OMol25: a structure of composition C29H30BrNO2PPbS (ωB97M-V/def2-TZVPD).

Frontier orbital gap ... 7.73 eV
ΔE to the lowest compared entry with this formula, charge and spin ... 0.0 kcal/mol
Charge ... +1
LUMO ... -3.17 eV
HOMO ... -0.4006 hartree

Last column: Mulliken charge in e.
Element x y z (Å)
Pb  -0.27  -1.88  -2.18  1.27
O  3.43  0.00  -0.44  -0.56
C  2.44  0.67  -0.48  0.52
C  1.99  1.49  0.69  -0.23
C  2.90  2.46  1.10  -0.68
C  2.68  3.20  2.25  -0.78
C  1.57  2.92  3.03  -0.75
C  0.68  1.94  2.65  -0.13
C  0.86  1.22  1.47  0.56
P  -0.32  -0.10  0.98  0.64
C  -0.84  -0.79  2.60  0.30
C  -0.10  -1.86  3.10  -0.55
C  -0.42  -2.43  4.32  -0.66
C  -1.49  -1.95  5.05  -0.49
C  -2.24  -0.89  4.56  -0.77
C  -1.92  -0.31  3.34  -0.26
C  -1.81  0.84  0.48  0.64
C  -1.90  2.23  0.47  -0.32
C  -3.08  2.85  0.09  -0.74
C  -4.18  2.09  -0.28  -0.59
C  -4.10  0.71  -0.28  -0.76
C  -2.92  0.09  0.09  -0.58
H  3.79  2.64  0.50  0.56
H  3.39  3.96  2.55  0.44
H  1.40  3.47  3.95  0.45
H  -0.17  1.71  3.28  0.47
H  0.74  -2.25  2.53  0.29
H  0.17  -3.26  4.70  0.42
H  -1.75  -2.40  6.00  0.40
H  -3.08  -0.51  5.13  0.42
H  -2.51  0.51  2.97  0.43
H  -1.05  2.83  0.77  0.35
H  -3.14  3.93  0.09  0.44
H  -5.11  2.58  -0.57  0.40
H  -4.96  0.11  -0.56  0.46
H  -2.87  -1.00  0.12  0.55
C  3.61  -3.34  -0.63  -0.48
C  3.66  -4.43  -1.70  -0.69
C  2.40  -4.15  -2.50  -0.46
O  1.46  -3.56  -1.54  -0.43
C  2.14  -3.33  -0.28  0.67
H  3.91  -2.38  -1.04  0.17
H  4.24  -3.55  0.24  0.45
H  3.61  -5.42  -1.24  0.26
H  4.55  -4.38  -2.32  0.39
H  1.93  -5.03  -2.93  0.25
H  2.58  -3.42  -3.29  0.35
H  1.88  -4.15  0.40  0.22
H  1.78  -2.39  0.14  -0.60
N  -2.51  -2.65  -3.48  -0.65
H  -2.16  -2.92  -4.39  0.27
H  -3.18  -1.90  -3.63  0.24
H  -3.02  -3.43  -3.09  0.26
Br  0.60  -1.87  -4.64  -0.52
S  1.56  0.64  -2.07  -0.12
C  0.50  2.06  -2.13  1.02
C  -0.75  1.92  -2.73  -0.45
C  -1.55  3.03  -2.93  -0.73
C  -1.12  4.28  -2.53  -0.60
C  0.13  4.42  -1.94  -0.68
C  0.95  3.32  -1.75  -0.38
H  -1.09  0.94  -3.06  0.19
H  -2.52  2.91  -3.40  0.45
H  -1.74  5.15  -2.68  0.45
H  0.48  5.40  -1.64  0.44
H  1.93  3.44  -1.33  0.53